Entry from OMol25: a molecular structure, C35H47BrN4O4PPdSi (ωB97M-V/def2-TZVPD).

Structure (XYZ):
```
94
Properties=species:S:1:pos:R:3:forces:R:3
Pd 0.8784 0.8552 -0.0222 0.2 0.6 0.0
N 3.7271 -0.9675 -0.4082 0.2 0.1 -0.1
P 3.3896 0.5996 0.2475 0.0 0.0 0.0
C 5.1337 1.2460 0.1809 0.0 0.0 0.0
C 5.8210 1.3750 1.3839 0.0 0.0 0.0
C 7.1374 1.8173 1.4104 0.0 0.0 0.0
C 7.7809 2.1419 0.2256 0.0 0.0 0.0
C 7.1037 2.0254 -0.9821 0.0 0.0 0.0
C 5.7890 1.5844 -1.0012 0.0 0.0 0.0
C 2.6855 1.4213 -1.2287 -0.2 -0.1 0.1
C 1.8345 0.6569 -2.0649 0.1 0.0 -0.2
C 1.0838 1.3125 -3.0627 0.0 0.0 0.0
C 1.1832 2.6716 -3.2430 0.0 0.0 0.0
C 2.0596 3.4240 -2.4444 0.0 0.0 0.0
C 2.7904 2.8133 -1.4537 0.0 0.0 0.0
C 3.1116 -2.1239 0.0104 0.0 -0.1 0.0
C 3.0051 -3.2211 -0.8646 0.0 0.0 0.0
C 2.3680 -4.3573 -0.4233 0.0 0.0 0.0
C 1.8538 -4.3956 0.8709 0.0 0.0 0.0
C 2.0307 -3.2717 1.6555 0.0 0.0 0.0
N 2.6462 -2.1631 1.2545 0.0 0.0 0.0
H 4.1088 -1.0086 -1.3430 0.0 0.0 0.0
H 5.3129 1.1234 2.3089 0.0 0.0 0.0
H 7.6586 1.9126 2.3550 0.0 0.0 0.0
H 8.8051 2.4931 0.2414 0.0 0.0 0.0
H 7.6000 2.2861 -1.9088 0.0 0.0 0.0
H 5.2569 1.5192 -1.9440 0.0 0.0 0.0
H 1.8815 -0.4266 -2.0619 0.0 0.0 0.0
H 0.4117 0.7300 -3.6815 0.0 0.0 0.0
H 0.5786 3.1659 -3.9920 0.0 0.0 0.0
H 2.1398 4.4938 -2.5913 0.0 0.0 0.0
H 3.4447 3.4072 -0.8236 0.0 0.0 0.0
H 3.3988 -3.1527 -1.8713 0.0 0.0 0.0
H 2.2609 -5.2083 -1.0852 0.0 0.0 0.0
H 1.3344 -5.2626 1.2541 0.0 0.0 0.0
H 1.6556 -3.2521 2.6741 0.0 0.0 0.0
C 2.2667 3.3547 2.4824 0.0 0.0 0.0
C 1.2780 3.8340 1.4794 0.0 0.0 0.0
N 0.4269 3.0845 0.8201 -0.1 -0.1 0.0
C -0.2668 3.9360 -0.0148 0.0 0.0 -0.1
C 0.1802 5.2213 0.1552 0.0 0.1 0.1
N 1.1572 5.1297 1.1036 0.0 0.0 0.0
C -0.1335 6.5823 -0.4221 0.4 -0.1 -0.2
O -1.0475 6.6129 -1.2894 -0.1 0.1 0.0
O 0.5862 7.5028 -0.0137 -0.1 0.0 0.1
C -1.2890 3.4149 -0.9571 -0.2 0.1 0.0
O -1.9196 4.3028 -1.6955 0.1 -0.2 -0.1
O -1.5372 2.2266 -1.0234 0.0 0.0 0.0
H 1.9994 2.3456 2.7886 0.0 0.0 0.0
H 2.2888 4.0080 3.3565 0.0 0.0 0.0
H 3.2749 3.3184 2.0609 0.0 0.0 0.0
H 1.6691 5.9473 1.4001 0.0 0.0 0.0
H -1.5530 5.2651 -1.5692 -0.1 0.1 0.2
C -4.5780 -2.5117 -1.7748 0.0 0.0 0.0
C -3.3335 -1.6568 -1.4826 0.0 0.0 0.0
C -3.6641 -0.1969 -1.8298 0.0 0.0 0.0
C -2.2074 -2.0713 -2.4434 0.0 0.0 0.0
Si -2.8049 -1.8150 0.3560 -0.1 0.1 0.0
Br -0.6487 -1.1467 0.4386 0.0 -0.4 0.1
C -2.7206 -3.6468 0.9659 0.0 0.0 0.0
C -2.0604 -4.5235 -0.1094 0.0 0.0 0.0
C -1.8725 -3.8154 2.2379 0.0 0.0 0.0
C -4.1191 -4.2110 1.2590 0.0 0.0 0.0
C -3.7659 -0.6505 1.5365 0.0 0.0 0.0
C -3.4282 -0.9757 2.9988 0.0 0.0 0.0
C -3.3782 0.8202 1.3059 0.0 0.0 0.0
C -5.2857 -0.7938 1.3593 0.0 0.0 0.0
H -4.9363 -2.2794 -2.7835 0.0 0.0 0.0
H -5.3998 -2.3075 -1.0851 0.0 0.0 0.0
H -4.3687 -3.5819 -1.7434 0.0 0.0 0.0
H -3.8647 -0.1387 -2.9055 0.0 0.0 0.0
H -2.8425 0.4859 -1.6140 0.0 0.0 0.0
H -4.5576 0.1630 -1.3193 0.0 0.0 0.0
H -2.5879 -2.0046 -3.4686 0.0 0.0 0.0
H -1.8491 -3.0871 -2.2871 0.0 0.0 0.0
H -1.3562 -1.3953 -2.3598 0.0 0.0 0.0
H -1.0583 -4.1688 -0.3598 0.0 0.0 0.0
H -2.6478 -4.5784 -1.0248 0.0 0.0 0.0
H -1.9632 -5.5437 0.2787 0.0 0.0 0.0
H -0.8942 -3.3461 2.1445 0.0 0.0 0.0
H -1.7139 -4.8862 2.4093 0.0 0.0 0.0
H -2.3607 -3.4148 3.1231 0.0 0.0 0.0
H -4.7773 -4.1836 0.3904 0.0 0.0 0.0
H -4.6109 -3.6801 2.0747 0.0 0.0 0.0
H -4.0240 -5.2589 1.5663 0.0 0.0 0.0
H -2.3519 -0.9726 3.1814 0.0 0.0 0.0
H -3.8324 -1.9379 3.3141 0.0 0.0 0.0
H -3.8740 -0.2082 3.6402 0.0 0.0 0.0
H -2.3053 0.9892 1.4088 0.0 0.0 0.0
H -3.8902 1.4321 2.0570 0.0 0.0 0.0
H -3.6630 1.1914 0.3249 0.0 0.0 0.0
H -5.6369 -1.8135 1.5282 0.0 0.0 0.0
H -5.6185 -0.4816 0.3699 0.0 0.0 0.0
H -5.7898 -0.1493 2.0881 0.0 0.0 0.0
```
Positions in Å, forces in eV/Å.

Summary:
Energy relative to the best compared isomer or geometry (same formula, charge and spin) in kcal per mole: 16.5
Charge: -1
HOMO-LUMO gap in eV: 6.55



Entry from OMol25: a molecular structure, C35H47BrN4P2Ti (ωB97M-V/def2-TZVPD).

Structure (XYZ):
```
90
Properties=species:S:1:pos:R:3:forces:R:3
N -6.1564 4.7556 -5.0949 -0.1 0.3 -0.2
C -5.9607 5.1235 -3.8305 0.2 -0.6 0.1
C -5.2364 4.3332 -2.9368 0.2 -0.3 -0.2
C -4.6618 3.1170 -3.3774 -1.2 0.2 -0.8
C -4.8805 2.7535 -4.7295 -0.1 0.5 0.3
C -5.6321 3.6188 -5.5469 0.4 -0.7 0.8
C -3.7836 2.3876 -2.4752 -0.2 -0.3 -0.5
Ti -0.6165 0.3448 -0.3199 3.4 0.2 1.1
P 5.1365 -0.7258 -0.4057 2.0 -0.8 -0.1
C -2.9851 1.3320 -2.8129 -0.7 0.1 -0.3
C -1.6309 1.3336 -2.2907 -0.9 0.7 1.7
C -0.4666 1.2639 -3.0922 0.8 -0.1 0.0
C 0.7900 1.5569 -2.5407 -0.5 -1.1 -1.0
C 0.8510 2.0650 -1.2375 -1.3 -0.7 2.1
C -0.3272 2.6158 -0.6198 -0.5 -0.9 -0.2
C -1.5544 1.9787 -0.9921 0.7 2.4 -1.5
Br 1.9934 0.9225 0.1105 -1.2 0.9 -0.9
H -3.7237 2.8582 -1.4957 0.5 0.3 -0.4
H -3.2679 0.6584 -3.6198 0.3 0.5 -0.3
H -5.0877 4.6786 -1.9156 0.0 -0.1 -0.1
H -4.4493 1.8419 -5.1459 -0.2 0.3 0.1
H -6.3944 6.0698 -3.5066 0.1 -0.2 -0.1
H -5.8040 3.3574 -6.5942 0.0 0.2 0.3
H -0.5650 1.0130 -4.1547 0.1 0.0 0.5
H -2.4457 2.0789 -0.3809 -0.1 0.4 -0.2
H 1.7147 1.3821 -3.1023 -0.4 0.0 0.1
H -0.3739 3.4493 0.0641 0.5 -0.4 0.8
P -0.7668 -2.0079 -0.9644 -0.5 -0.8 -0.3
C 4.9684 1.0880 -0.3572 -0.5 0.4 0.1
C 6.2660 1.7875 -0.7432 0.1 0.1 0.1
H 4.6580 1.3916 0.6529 0.1 0.0 -0.2
H 4.1765 1.3720 -1.0649 0.3 0.2 0.2
H 6.2021 2.8512 -0.4954 0.1 -0.1 -0.1
H 7.1112 1.3513 -0.2034 -0.1 0.1 -0.1
H 6.4456 1.6970 -1.8185 0.1 0.0 0.2
C 4.3016 -1.2187 -1.9509 -0.1 0.0 -0.1
C 5.2017 -2.1950 -2.7169 -0.2 -0.1 -0.4
H 4.1157 -0.3095 -2.5401 0.0 -0.2 0.0
H 3.3349 -1.6745 -1.6982 0.1 0.1 -0.3
H 4.8718 -2.2841 -3.7561 0.0 -0.1 0.1
H 6.2420 -1.8503 -2.7210 -0.3 0.0 0.0
H 5.1827 -3.1947 -2.2701 0.1 0.2 0.0
C 4.1784 -1.5560 0.9172 -0.5 0.3 0.0
C 5.0505 -2.0569 2.0745 -0.3 0.0 0.0
H 3.6469 -2.3991 0.4381 0.1 0.3 0.2
H 3.4326 -0.8169 1.2551 -0.1 -0.5 0.4
H 4.4879 -2.7759 2.6752 0.1 0.1 0.1
H 5.9529 -2.5518 1.7038 -0.2 0.1 0.0
H 5.3497 -1.2322 2.7263 0.1 -0.1 -0.1
C -0.7292 -3.1997 0.4306 0.2 0.0 0.7
C -1.7749 -4.3235 0.4315 -0.1 -0.2 0.0
H -0.8259 -2.6034 1.3535 0.1 -0.3 -0.2
H 0.2868 -3.6299 0.4520 -0.3 0.2 -0.1
H -2.7424 -3.9703 0.8092 0.2 -0.1 -0.2
H -1.9293 -4.7663 -0.5599 0.1 0.1 0.2
H -1.4439 -5.1277 1.1017 -0.1 0.2 -0.2
C 0.5783 -2.5397 -2.0620 0.4 -0.3 -0.2
C 0.3923 -2.2662 -3.5521 0.0 0.0 -0.3
H 0.7246 -3.6163 -1.8792 -0.1 0.3 -0.1
H 1.4893 -2.0356 -1.7050 -0.3 -0.2 0.0
H -0.5339 -2.7089 -3.9351 0.2 0.1 0.0
H 0.3821 -1.1928 -3.7791 0.0 -0.2 0.1
H 1.2268 -2.7100 -4.1102 -0.2 0.1 0.1
C -2.3470 -2.2426 -1.8368 0.0 -0.4 -0.5
C -3.5707 -1.7428 -1.0618 -0.3 0.1 0.1
H -2.4347 -3.3126 -2.0691 -0.1 0.2 0.0
H -2.2746 -1.7187 -2.8004 0.0 -0.2 0.2
H -4.4323 -2.3948 -1.2722 0.3 0.3 0.2
H -3.4155 -1.7384 0.0285 -0.1 -0.1 -0.2
H -3.8468 -0.7226 -1.3720 0.1 -0.3 0.1
N 0.7348 1.3194 10.5020 -0.6 -0.5 -1.9
C 0.4536 1.0183 9.4122 0.6 0.4 1.6
C 0.1536 0.6709 8.0445 -0.4 -0.2 -0.4
C -1.0974 0.1150 7.7075 0.1 -0.1 -0.4
C -1.4125 -0.1068 6.3554 0.3 0.2 0.4
C -0.4869 0.2402 5.3597 0.3 0.1 1.8
C 0.8095 0.6346 5.7033 -0.1 0.2 0.5
C 1.1173 0.8862 7.0436 -0.1 -0.2 0.0
N -0.9049 0.2814 4.0211 -0.6 0.0 -1.7
C -2.2278 0.2896 3.5782 0.1 0.0 0.3
C -2.1952 0.3483 2.2285 0.6 -0.1 -0.2
N -0.8567 0.3817 1.8183 -0.6 0.1 -0.2
C -0.1187 0.3789 2.9298 -0.5 -0.2 -0.1
H -1.8269 -0.1370 8.4901 0.4 0.2 -0.4
H -2.3775 -0.5401 6.0811 0.3 0.2 0.2
H 1.5698 0.7856 4.9406 -0.2 0.2 0.2
H 2.1053 1.2603 7.3398 -0.5 -0.2 -0.3
H -3.0681 0.3068 4.2537 0.2 -0.1 0.0
H -2.9977 0.3815 1.4944 0.1 -0.1 0.4
H 0.9552 0.4689 2.9846 -0.1 -0.2 -0.2
```
Positions in Å, forces in eV/Å.

Summary:
⟨S²⟩: 2.030
Multiplicity: 3
Charge: +2
HOMO-LUMO gap (spin up / spin down) in eV: 4.63 / 4.52